Entry 1:
DFT (ωB97M-V/def2-TZVPD) results for a molecular structure, C8H16Br6 at a distorted geometry.

For the strongest force on any atom, the calculation gives 1.83 eV Å⁻¹. The calculation puts the HOMO energy at -10.1 eV.

Structure (XYZ):
```
30
Properties=species:S:1:pos:R:3:forces:R:3
C 4.28557 14.14632 7.79074 1.0 0.0 -0.1
Br 3.64013 15.92886 7.18372 0.4 -1.3 0.7
Br 3.84460 13.53244 9.59669 0.0 0.7 -0.7
Br 6.30917 13.98879 7.55908 -1.5 0.8 0.3
H 3.84262 13.38476 7.14892 0.2 0.4 -0.1
C 5.89827 11.15929 4.36100 0.6 -0.2 -0.1
Br 5.40253 11.08278 6.27012 0.3 -0.8 -1.2
Br 4.61813 10.25525 3.19890 0.4 0.5 0.6
Br 7.75694 10.49702 3.91362 -1.3 0.6 0.6
H 5.92103 12.22547 4.13553 -0.1 -0.4 -0.1
C 3.88467 6.69290 8.17070 0.7 -0.6 0.2
C 4.40238 7.17072 6.81626 -0.8 0.4 -0.2
C 4.75307 6.05834 5.81614 0.1 0.0 -0.8
C 5.24135 6.54316 4.39687 0.9 1.4 0.8
C 6.71309 7.07150 4.35944 -0.7 -0.8 -0.4
C 7.77551 6.00707 4.37198 0.5 -0.4 0.6
H 4.60741 5.98971 8.58456 0.0 -0.3 0.1
H 2.92376 6.18020 8.12726 0.0 0.1 -0.1
H 3.84883 7.48248 8.92128 -0.3 0.2 -0.2
H 3.57620 7.71324 6.35670 -0.1 0.3 -0.2
H 5.14638 7.94343 7.00986 0.5 -0.3 -0.3
H 3.83222 5.48836 5.69264 -0.2 0.0 -0.2
H 5.42681 5.31823 6.24790 0.4 0.1 0.0
H 5.05033 5.88740 3.54740 0.0 -0.4 0.3
H 4.76791 7.49349 4.15022 -1.0 -0.2 0.1
H 6.86464 7.65395 3.45066 -0.3 0.3 0.0
H 6.81637 7.73678 5.21668 0.2 0.1 0.0
H 8.77128 6.45035 4.36540 0.1 0.0 0.3
H 7.63672 5.41013 5.27336 0.4 -0.2 0.1
H 7.79132 5.30962 3.53448 -0.5 0.1 -0.2
```
Positions in Å, forces in eV/Å.



Entry 2:
DFT (ωB97M-V/def2-TZVPD) results for a single C7H10N2OS molecule at a distorted geometry.

As for the multiplicity: 3. For the strongest force on any atom, the calculation gives 7.47 eV Å⁻¹. The calculation puts the HOMO energy (alpha / beta) at -4.2 / -8.6 eV. For the relative energy (zero: lowest compared OMol25 entry of this formula, charge and spin), the calculation gives 42.4 kcal/mol. Its expectation value of S² is 2.026.

Structure (XYZ):
```
21
Properties=species:S:1:pos:R:3:forces:R:3
C 3.23142 -0.13295 -0.18860 -2.3 0.2 0.6
C 2.35606 -1.16594 0.15794 -2.7 2.0 -0.6
C 2.76291 1.14712 -0.30387 -4.0 -0.6 -0.6
C 1.00740 -0.95972 0.19581 0.1 -0.5 -0.1
C 1.33544 1.38128 -0.28994 2.8 1.8 0.2
C 0.48592 0.30738 -0.06250 -3.8 -0.3 -0.1
C -2.93318 -1.45115 -0.55896 1.6 1.9 -2.7
N -1.88818 -0.87970 0.26461 -1.6 -1.6 1.0
N -1.52484 1.58941 1.24121 -2.6 -0.9 -1.3
O -1.73974 1.27831 -1.26886 -1.2 -0.1 0.7
S -1.29444 0.51569 -0.11712 6.6 3.4 -1.0
H 4.17778 -0.36992 -0.00169 4.2 -0.4 0.0
H 2.61655 -2.10024 0.43106 1.6 -2.9 0.6
H 3.31959 1.98093 -0.58102 1.3 1.2 0.0
H 0.26721 -1.71228 0.38211 0.2 -0.7 0.3
H 1.04331 2.43874 -0.28070 -0.3 -0.6 -0.3
H -3.82875 -1.41535 -0.01317 -1.4 -0.2 0.8
H -2.57638 -2.44614 -0.71855 -0.3 -0.9 -0.2
H -3.06630 -0.90450 -1.59468 0.2 -0.9 2.0
H -2.57831 1.78846 1.22838 1.9 -0.1 0.8
H -1.17346 1.11056 2.07855 -0.5 0.2 -0.2
```
Positions in Å, forces in eV/Å.



Among the records above, which one has the highest strongest force on any atom?
C7H10N2OS



What is the strongest force on any atom in the second record?
7.47 eV Å⁻¹



Please write out number 2 again, unchanged.
DFT (ωB97M-V/def2-TZVPD) results for a single C7H10N2OS molecule at a distorted geometry.

As for the multiplicity: 3. For the strongest force on any atom, the calculation gives 7.47 eV Å⁻¹. The calculation puts the HOMO energy (alpha / beta) at -4.2 / -8.6 eV. For the relative energy (zero: lowest compared OMol25 entry of this formula, charge and spin), the calculation gives 42.4 kcal/mol. Its expectation value of S² is 2.026.

Structure (XYZ):
```
21
Properties=species:S:1:pos:R:3:forces:R:3
C 3.23142 -0.13295 -0.18860 -2.3 0.2 0.6
C 2.35606 -1.16594 0.15794 -2.7 2.0 -0.6
C 2.76291 1.14712 -0.30387 -4.0 -0.6 -0.6
C 1.00740 -0.95972 0.19581 0.1 -0.5 -0.1
C 1.33544 1.38128 -0.28994 2.8 1.8 0.2
C 0.48592 0.30738 -0.06250 -3.8 -0.3 -0.1
C -2.93318 -1.45115 -0.55896 1.6 1.9 -2.7
N -1.88818 -0.87970 0.26461 -1.6 -1.6 1.0
N -1.52484 1.58941 1.24121 -2.6 -0.9 -1.3
O -1.73974 1.27831 -1.26886 -1.2 -0.1 0.7
S -1.29444 0.51569 -0.11712 6.6 3.4 -1.0
H 4.17778 -0.36992 -0.00169 4.2 -0.4 0.0
H 2.61655 -2.10024 0.43106 1.6 -2.9 0.6
H 3.31959 1.98093 -0.58102 1.3 1.2 0.0
H 0.26721 -1.71228 0.38211 0.2 -0.7 0.3
H 1.04331 2.43874 -0.28070 -0.3 -0.6 -0.3
H -3.82875 -1.41535 -0.01317 -1.4 -0.2 0.8
H -2.57638 -2.44614 -0.71855 -0.3 -0.9 -0.2
H -3.06630 -0.90450 -1.59468 0.2 -0.9 2.0
H -2.57831 1.78846 1.22838 1.9 -0.1 0.8
H -1.17346 1.11056 2.07855 -0.5 0.2 -0.2
```
Positions in Å, forces in eV/Å.